(1)
This record from the Open Molecules 2025 dataset describes a cluster of 5 separate species, C17H20Cl4N4 in total. The level of theory is wB97M-V/def2-TZVPD.

Each line ends with the Mulliken charge.
CARTESIAN COORDINATES (ANGSTROEM)
Cl1 22.617 0.849 19.384  -0.09
C1 23.956 1.885 19.840  0.32
Cl2 23.400 3.571 20.092  -0.11
Cl3 24.619 1.321 21.393  -0.09
Cl4 25.195 1.809 18.591  -0.11
C2 27.401 6.354 21.002  -0.55
C3 26.922 5.336 20.159  -0.51
C4 27.324 4.133 20.672  -0.15
N1 27.877 4.383 21.900  0.11
C5 27.986 5.737 22.086  -0.54
H1 27.339 7.406 20.775  0.39
H2 26.454 5.458 19.194  0.44
H3 27.148 3.129 20.333  0.26
H4 28.110 3.661 22.561  0.19
H5 28.556 6.049 22.946  0.39
C6 19.724 7.752 18.881  -0.44
C7 20.740 6.868 18.453  -0.39
C8 21.604 6.606 19.474  -0.22
N2 21.088 7.258 20.576  0.02
C9 20.023 8.027 20.202  -0.49
H6 18.978 8.146 18.214  0.38
H7 20.879 6.495 17.448  0.38
H8 22.456 5.954 19.525  0.23
H9 21.533 7.313 21.473  0.21
H10 19.615 8.731 20.909  0.37
C10 28.032 0.572 23.249  -0.31
C11 28.137 0.531 21.838  0.00
C12 29.457 0.637 21.527  -0.83
N3 30.171 0.773 22.687  0.03
C13 29.285 0.770 23.752  -0.65
H11 27.115 0.530 23.814  0.38
H12 27.265 0.430 21.214  0.45
H13 29.994 0.623 20.592  0.37
H14 31.169 0.789 22.754  0.18
H15 29.650 0.693 24.764  0.39
C14 20.650 0.159 22.112  -0.02
C15 21.300 -0.551 23.171  -0.41
C16 20.336 -1.385 23.697  -0.59
N4 19.199 -1.293 22.932  0.03
C17 19.368 -0.278 22.018  -0.85
H16 21.024 1.002 21.560  0.53
H17 22.313 -0.357 23.474  0.39
H18 20.354 -2.019 24.568  0.35
H19 18.379 -1.824 23.145  0.19
H20 18.548 0.002 21.378  0.38

Output
Max |F| = 1.26 eV Å⁻¹
Energy above the lowest of the compared OMol25 structures with the same formula, charge and spin = 12.6 kcal per mole
SMILES = ClC(Cl)(Cl)Cl.c1cc[nH]c1.c1cc[nH]c1.c1cc[nH]c1.c1cc[nH]c1

(2)
This record from the Open Molecules 2025 dataset describes a structure of composition C26H46F9O11PS. The level of theory is wB97M-V/def2-TZVPD.

Each line ends with the Mulliken charge.
CARTESIAN COORDINATES (ANGSTROEM)
C1 4.888 -1.372 1.448  -0.96
P1 4.216 -0.516 -0.129  0.33
O1 5.503 -0.258 -1.223  -0.43
O2 3.571 1.035 0.374  -0.32
S1 1.883 0.987 0.068  0.81
O3 1.785 0.363 -1.296  -0.59
O4 1.314 -0.066 1.287  -0.21
C2 -0.067 -0.328 1.177  0.59
F1 -0.637 0.091 2.410  -0.31
F2 -0.709 0.473 0.202  -0.14
C3 -0.454 -1.868 1.026  0.48
F3 -1.864 -1.896 0.849  -0.29
F4 -0.220 -2.544 2.238  -0.28
C4 0.160 -2.611 -0.241  0.59
F5 1.555 -2.445 -0.364  -0.12
F6 -0.516 -2.225 -1.421  -0.26
C5 -0.046 -4.215 -0.163  0.52
F7 -1.356 -4.586 0.074  -0.21
F8 0.863 -4.733 0.776  -0.23
F9 0.412 -4.695 -1.410  -0.24
H1 5.565 -2.236 1.161  0.33
H2 5.401 -0.565 2.060  0.27
H3 3.993 -1.812 2.002  0.26
H4 5.555 -1.066 -1.768  0.34
C6 1.380 5.351 1.409  -1.05
C7 0.217 4.433 1.661  0.85
O5 0.261 3.256 1.348  -0.26
C8 -1.005 5.023 2.313  -1.23
H5 2.188 4.791 0.935  0.20
H6 1.078 6.161 0.742  0.39
H7 1.744 5.756 2.356  0.28
H8 -1.414 5.818 1.687  0.34
H9 -0.746 5.414 3.299  0.38
H10 -1.763 4.246 2.432  0.27
C9 -0.690 -7.442 1.631  -0.77
C10 -1.274 -8.355 2.677  0.68
O6 -1.119 -9.558 2.621  -0.56
C11 -2.058 -7.717 3.793  -1.07
H11 -0.152 -8.037 0.891  0.32
H12 -1.489 -6.894 1.128  0.22
H13 0.011 -6.746 2.096  0.27
H14 -2.917 -7.181 3.385  0.31
H15 -1.417 -7.033 4.354  0.31
H16 -2.419 -8.493 4.471  0.30
C12 -0.957 -3.935 -4.390  -0.77
C13 -1.500 -4.582 -5.636  0.65
O7 -1.314 -4.095 -6.733  -0.56
C14 -2.284 -5.857 -5.469  -1.08
H17 -0.415 -3.027 -4.660  0.32
H18 -1.778 -3.667 -3.722  0.29
H19 -0.267 -4.616 -3.887  0.24
H20 -3.164 -5.675 -4.849  0.31
H21 -1.653 -6.624 -5.014  0.31
H22 -2.613 -6.210 -6.448  0.30
C15 -2.303 2.787 -0.585  -0.80
C16 -3.530 3.658 -0.558  0.79
O8 -4.040 4.002 0.496  -0.59
C17 -4.105 4.088 -1.881  -1.31
H23 -2.002 2.555 0.438  0.03
H24 -2.523 1.852 -1.106  0.45
H25 -1.484 3.313 -1.080  0.36
H26 -4.404 3.211 -2.459  0.32
H27 -3.367 4.673 -2.435  0.44
H28 -4.985 4.710 -1.708  0.31
C18 3.907 3.027 4.007  -0.73
C19 3.931 4.413 4.595  0.72
O9 3.190 5.285 4.185  -0.51
C20 4.907 4.676 5.711  -1.18
H29 3.157 2.983 3.214  0.01
H30 4.883 2.787 3.579  0.33
H31 3.644 2.300 4.778  0.36
H32 5.927 4.510 5.359  0.31
H33 4.688 4.022 6.558  0.32
H34 4.813 5.713 6.036  0.33
C21 5.144 2.237 -3.033  -0.70
C22 4.232 3.396 -3.340  0.79
O10 3.471 3.840 -2.502  -0.53
C23 4.298 3.983 -4.725  -1.18
H35 4.988 1.919 -2.003  -0.07
H36 4.917 1.400 -3.696  0.31
H37 6.186 2.543 -3.151  0.40
H38 4.035 3.224 -5.464  0.32
H39 5.302 4.366 -4.918  0.32
H40 3.588 4.808 -4.802  0.30
C24 -6.343 1.526 0.389  -0.69
C25 -6.879 0.880 -0.860  0.82
O11 -6.694 1.373 -1.956  -0.54
C26 -7.655 -0.402 -0.700  -1.11
H41 -5.806 2.439 0.122  -0.07
H42 -7.167 1.786 1.056  0.36
H43 -5.650 0.847 0.890  0.28
H44 -8.537 -0.228 -0.081  0.31
H45 -7.020 -1.166 -0.247  0.29
H46 -7.979 -0.753 -1.681  0.31

Output
Max |F| = 4.67 eV Å⁻¹
Total energy = -3484.18350 hartree

(3)
This record from the Open Molecules 2025 dataset describes a cluster of 2 separate species, C9H23NP in total. The level of theory is wB97M-V/def2-TZVPD.

Each line ends with the Mulliken charge.
CARTESIAN COORDINATES (ANGSTROEM)
C1 -1.399 2.930 -2.999  -1.28
C2 -1.127 -0.409 2.969  -1.39
C3 1.123 -1.402 3.464  -1.56
C4 1.911 -0.279 -1.021  -0.84
C5 -0.540 2.156 -1.994  -0.38
C6 -1.301 0.992 -1.418  -0.44
C7 -0.135 -1.507 2.608  0.49
C8 -1.371 -0.221 -1.973  -0.46
C9 0.193 -1.467 1.104  -0.75
N1 -0.586 -0.670 -3.030  -0.47
P1 1.096 0.005 0.557  0.41
H1 -1.726 2.281 -3.808  0.31
H2 -0.831 3.754 -3.423  0.39
H3 -2.281 3.336 -2.512  0.35
H4 -2.050 -0.511 2.401  0.38
H5 -1.374 -0.461 4.026  0.42
H6 -0.695 0.574 2.769  0.32
H7 1.927 -2.020 3.066  0.40
H8 1.464 -0.368 3.530  0.34
H9 0.913 -1.737 4.476  0.43
H10 1.174 -0.523 -1.791  0.26
H11 2.613 -1.107 -0.911  0.43
H12 2.463 0.615 -1.311  0.37
H13 0.371 1.817 -2.491  0.25
H14 -0.248 2.840 -1.192  0.33
H15 -1.964 1.215 -0.594  0.41
H16 2.096 0.283 1.458  0.12
H17 -0.602 -2.479 2.793  0.38
H18 -2.006 -0.983 -1.540  0.53
H19 -0.725 -1.512 0.508  0.26
H20 0.817 -2.325 0.828  0.50
H21 -0.308 0.055 -3.677  0.22
H22 -0.958 -1.474 -3.513  0.22
H23 0.317 1.127 0.510  0.04

Output
Max |F| = 1.21 eV Å⁻¹
Energy above the lowest of the compared OMol25 structures with the same formula, charge and spin = 0.0 kcal per mole
Net charge = +1